[1]
{
  "formula": "C19H23N5O6",
  "method": "ωB97M-V/def2-TZVPD",
  "species": ["C", "C", "O", "C", "O", "C", "N", "N", "N", "C", "C", "O", "N", "C", "O", "N", "C", "C", "C", "C", "C", "C", "C", "C", "C", "C", "O", "O", "C", "C", "H", "H", "H", "H", "H", "H", "H", "H", "H", "H", "H", "H", "H", "H", "H", "H", "H", "H", "H", "H", "H", "H", "H"],
  "positions_angstrom": [[-6.84, -2.35, -0.41], [-5.50, -2.52, -1.11], [-4.79, -1.28, -1.17], [-4.09, -0.94, -0.10], [-3.97, -1.60, 0.90], [-3.46, 0.39, -0.28], [-4.02, 1.40, -1.00], [-3.28, 2.43, -0.91], [-2.24, 2.17, -0.13], [-1.25, 3.17, 0.16], [0.20, 2.70, 0.01], [1.08, 3.25, 0.63], [0.39, 1.68, -0.86], [1.52, 0.82, -0.99], [1.39, -0.16, -1.69], [2.59, 1.21, -0.29], [3.82, 0.57, -0.15], [4.76, 1.16, 0.70], [6.00, 0.57, 0.86], [6.31, -0.60, 0.19], [5.39, -1.19, -0.66], [5.70, -2.49, -1.36], [5.18, -3.67, -0.54], [4.14, -0.60, -0.83], [-2.29, 0.88, 0.29], [-1.25, 0.25, 1.13], [-0.59, 0.86, 1.93], [-1.14, -1.03, 0.83], [-0.23, -1.82, 1.61], [-0.91, -2.30, 2.88], [-6.69, -2.07, 0.63], [-7.39, -3.28, -0.45], [-7.43, -1.57, -0.91], [-5.64, -2.82, -2.15], [-4.89, -3.26, -0.59], [-1.36, 3.51, 1.20], [-1.44, 4.02, -0.51], [-0.39, 1.35, -1.41], [2.47, 2.07, 0.26], [4.51, 2.07, 1.22], [6.72, 1.02, 1.52], [7.28, -1.06, 0.33], [5.22, -2.50, -2.34], [6.78, -2.58, -1.50], [5.41, -4.61, -1.04], [5.65, -3.68, 0.45], [4.11, -3.60, -0.41], [3.42, -1.05, -1.49], [0.04, -2.65, 0.96], [0.65, -1.22, 1.84], [-1.10, -1.47, 3.55], [-1.86, -2.77, 2.63], [-0.27, -3.02, 3.39]],
  "nbo_charge": [-0.63, -0.08, -0.48, 0.78, -0.59, -0.01, -0.19, -0.03, -0.15, -0.32, 0.71, -0.59, -0.67, 0.80, -0.62, -0.64, 0.24, -0.27, -0.19, -0.23, 0.02, -0.42, -0.59, -0.29, 0.02, 0.78, -0.59, -0.47, -0.08, -0.64, 0.22, 0.22, 0.22, 0.19, 0.20, 0.26, 0.26, 0.42, 0.44, 0.21, 0.21, 0.21, 0.21, 0.21, 0.21, 0.20, 0.21, 0.25, 0.20, 0.20, 0.22, 0.23, 0.22],
  "orbital_gap_ev": 8.6,
  "charge": 0,
  "e_tot_ha": -1463.104313,
  "lumo_ev": 0.023,
  "molar_mass_g_mol": 417.42,
  "smiles": "CCOC(=O)c1nnn(CC(=O)NC(=O)Nc2cccc(CC)c2)c1C(=O)OCC"
}

[2]
{
  "formula": "C14H24Cl12FNO3S",
  "method": "ωB97M-V/def2-TZVPD",
  "species": ["C", "C", "C", "C", "C", "C", "C", "C", "C", "C", "N", "O", "S", "O", "O", "F", "H", "H", "H", "H", "H", "H", "H", "H", "H", "H", "H", "H", "H", "H", "H", "H", "H", "H", "H", "H", "Cl", "C", "Cl", "Cl", "H", "Cl", "C", "Cl", "Cl", "H", "Cl", "C", "Cl", "Cl", "H", "Cl", "C", "Cl", "Cl", "H"],
  "positions_angstrom": [[-4.44, -0.99, 1.05], [-3.13, -1.20, 1.74], [-3.04, -0.80, 3.20], [-2.10, -1.77, 1.08], [-0.67, -1.32, 1.15], [-0.15, -0.68, -0.14], [-0.94, 0.51, -0.72], [-2.18, 0.08, -1.54], [-1.27, 1.60, 0.32], [-0.29, 2.77, 0.31], [0.90, 2.51, 1.14], [1.92, 3.49, 0.96], [0.51, 2.41, 2.79], [-0.77, 2.94, 3.10], [0.78, 1.08, 3.20], [1.56, 3.38, 3.40], [-4.62, -1.80, 0.33], [-5.28, -0.95, 1.74], [-4.41, -0.06, 0.48], [-3.87, -0.16, 3.49], [-2.12, -0.25, 3.44], [-3.04, -1.70, 3.80], [-2.30, -2.65, 0.47], [-0.02, -2.18, 1.34], [-0.51, -0.66, 2.01], [-0.06, -1.43, -0.93], [0.86, -0.33, 0.08], [-0.27, 0.97, -1.45], [-3.08, 0.63, -1.25], [-2.01, 0.30, -2.59], [-2.36, -0.99, -1.46], [-2.24, 2.04, 0.09], [-1.37, 1.19, 1.32], [0.08, 2.90, -0.71], [-0.77, 3.72, 0.60], [1.64, 4.04, 0.22], [1.15, -4.13, -1.65], [-0.35, -5.05, -1.72], [-1.73, -4.04, -1.26], [-0.59, -5.75, -3.33], [-0.28, -5.86, -1.01], [5.13, 0.17, 3.99], [4.32, 0.52, 2.46], [5.48, 1.14, 1.28], [3.50, -0.90, 1.84], [3.58, 1.29, 2.64], [-0.93, 2.57, -6.62], [-2.19, 1.61, -5.85], [-1.70, -0.08, -5.72], [-2.61, 2.27, -4.27], [-3.07, 1.66, -6.48], [8.15, 1.14, -1.98], [7.83, -0.39, -1.17], [6.63, -1.33, -2.07], [9.32, -1.31, -0.96], [7.42, -0.18, -0.19]],
  "nbo_charge": [-0.64, 0.04, -0.66, -0.22, -0.45, -0.38, -0.22, -0.61, -0.41, -0.26, -0.37, -0.55, 2.48, -0.90, -0.90, -0.45, 0.22, 0.20, 0.22, 0.21, 0.23, 0.22, 0.19, 0.21, 0.22, 0.21, 0.22, 0.19, 0.20, 0.21, 0.22, 0.22, 0.23, 0.21, 0.20, 0.47, 0.02, -0.28, 0.02, 0.02, 0.23, 0.02, -0.28, 0.00, 0.03, 0.23, 0.02, -0.29, 0.02, 0.02, 0.23, 0.01, -0.29, 0.02, 0.02, 0.23],
  "orbital_gap_ev": 8.1,
  "charge": 0,
  "e_tot_ha": -6848.516771,
  "lumo_ev": 0.242,
  "molar_mass_g_mol": 730.85,
  "smiles": "CC(C)=CCC[C@@H](C)CCN(O)S(=O)(=O)F.ClC(Cl)Cl.ClC(Cl)Cl.ClC(Cl)Cl.ClC(Cl)Cl"
}

[3]
{
  "formula": "C18H56N10O10",
  "method": "ωB97M-V/def2-TZVPD",
  "species": ["N", "C", "N", "O", "H", "H", "H", "H", "N", "C", "N", "O", "H", "H", "H", "H", "N", "C", "N", "O", "H", "H", "H", "H", "N", "C", "N", "O", "H", "H", "H", "H", "N", "C", "N", "O", "H", "H", "H", "H", "C", "C", "C", "O", "H", "H", "H", "H", "H", "H", "H", "H", "C", "C", "C", "O", "H", "H", "H", "H", "H", "H", "H", "H", "C", "C", "C", "O", "H", "H", "H", "H", "H", "H", "H", "H", "C", "C", "C", "O", "H", "H", "H", "H", "H", "H", "H", "H", "C", "O", "H", "H", "H", "H"],
  "positions_angstrom": [[-2.92, -0.17, 3.10], [-3.40, 0.48, 4.12], [-3.27, 1.76, 4.11], [-3.91, -0.23, 5.20], [-3.01, -1.15, 3.10], [-2.40, 0.33, 2.34], [-3.67, 2.36, 4.91], [-2.80, 2.31, 3.45], [-3.24, -1.65, -4.47], [-2.09, -2.07, -4.02], [-1.70, -1.49, -2.89], [-1.24, -3.04, -4.63], [-3.64, -1.98, -5.37], [-3.67, -0.80, -4.00], [-0.93, -1.89, -2.32], [-2.30, -0.83, -2.40], [-2.42, 3.02, 1.52], [-1.48, 2.28, 1.21], [-1.78, 1.03, 1.15], [-0.22, 2.70, 0.88], [-2.36, 4.06, 1.35], [-3.44, 2.67, 1.70], [-0.89, 0.42, 0.81], [-2.68, 0.85, 0.79], [-0.77, 0.72, -4.26], [-0.12, 1.45, -3.38], [0.35, 2.58, -3.74], [-0.06, 0.98, -2.06], [-1.08, -0.18, -3.83], [-1.15, 1.04, -5.21], [0.80, 3.17, -3.01], [-0.02, 3.12, -4.52], [-0.25, -1.73, 1.57], [0.07, -1.40, 0.39], [0.39, -0.12, 0.28], [-0.13, -2.21, -0.69], [-0.38, -2.73, 1.79], [-0.19, -1.01, 2.37], [0.42, 0.19, -0.71], [0.98, 0.40, 0.90], [-5.05, -3.29, 1.11], [-3.64, -2.94, 0.75], [-3.65, -1.65, -0.05], [-2.82, -2.79, 1.66], [-5.80, -2.87, 0.43], [-5.21, -2.86, 2.07], [-5.17, -4.37, 1.29], [-3.32, -3.74, 0.08], [-4.23, -0.92, 0.56], [-4.17, -1.82, -1.00], [-2.69, -1.20, -0.18], [-2.16, -2.20, 1.37], [3.27, 1.15, -0.94], [4.17, 2.38, -0.75], [5.60, 1.98, -0.40], [4.22, 3.07, -1.78], [3.85, 0.29, -1.21], [2.33, 1.39, -1.49], [2.95, 0.92, 0.08], [3.69, 3.05, -0.01], [6.17, 1.50, -1.24], [5.59, 1.18, 0.32], [6.21, 2.78, -0.01], [3.36, 3.42, -2.00], [2.79, -2.03, -5.68], [1.76, -1.20, -5.06], [1.93, -1.21, -3.52], [1.62, -0.01, -5.35], [2.56, -2.02, -6.74], [2.74, -3.05, -5.20], [3.81, -1.65, -5.55], [0.90, -1.84, -5.26], [2.89, -1.65, -3.13], [1.08, -1.69, -3.04], [2.00, -0.25, -3.05], [0.80, 0.30, -4.98], [4.00, 0.99, 2.66], [2.63, 0.83, 3.37], [2.52, 1.86, 4.49], [1.69, 1.00, 2.51], [3.98, 1.89, 2.15], [4.17, 0.20, 1.92], [4.86, 1.06, 3.36], [2.43, -0.19, 3.82], [1.58, 1.80, 4.98], [2.66, 2.90, 4.22], [3.34, 1.62, 5.19], [0.90, 0.87, 3.01], [-0.26, -0.83, 5.40], [-0.35, -0.27, 4.06], [0.68, -0.60, 5.86], [-0.27, -1.93, 5.43], [-1.08, -0.46, 6.06], [-1.28, -0.12, 3.90]],
  "mulliken_charge": [-0.10, 0.39, -0.21, -0.76, 0.08, 0.66, 0.26, 0.24, -0.32, 0.55, 0.21, -0.71, 0.27, 0.22, -0.20, 0.07, -0.32, -0.05, 0.32, -0.63, 0.31, 0.28, -0.68, 0.40, -0.50, 0.03, -0.26, -0.64, 0.19, 0.24, 0.29, 0.23, 0.08, -0.20, 0.99, -0.89, 0.42, -0.07, 0.02, 0.42, -1.50, 0.60, -0.14, -0.56, 0.33, 0.39, 0.37, 0.28, 0.27, 0.55, -0.81, 0.34, 0.61, 0.48, -1.56, -0.53, 0.47, -0.82, -0.43, 0.23, 0.40, 0.30, 0.37, 0.35, -1.69, 1.06, -0.97, -0.70, 0.42, 0.34, 0.39, 0.02, 0.42, 0.24, 0.10, 0.46, -1.45, 1.00, -1.67, -0.45, 0.32, 0.34, 0.40, 0.17, 0.44, 0.33, 0.43, -0.38, -1.05, -0.39, 0.35, 0.32, 0.35, 0.23],
  "orbital_gap_ev": 8.1,
  "charge": 0,
  "e_tot_ha": -2019.151123,
  "lumo_ev": -0.394,
  "molar_mass_g_mol": 572.71,
  "smiles": "NC(N)=O.NC(N)=O.NC(N)=O.NC(N)=O.NC(N)=O.CC(C)O.CC(C)O.CC(C)O.CC(C)O.CO"
}

[4]
{
  "formula": "C4H6F2N2",
  "method": "ωB97M-V/def2-TZVPD",
  "species": ["H", "N", "C", "N", "C", "C", "F", "C", "F", "H", "H", "H", "H", "H"],
  "positions_angstrom": [[-2.61, 0.97, -1.04], [-1.60, 0.57, -1.03], [-1.62, -0.25, -0.03], [-0.70, -1.31, 0.32], [0.76, -1.35, 0.36], [1.48, -0.28, -0.21], [2.74, -0.37, -0.55], [1.01, 1.21, -0.16], [0.55, 1.41, 1.12], [-2.41, -0.41, 0.78], [-1.07, -1.44, 1.37], [1.30, -2.31, 0.12], [1.84, 1.89, -0.15], [0.32, 1.66, -0.91]],
  "nbo_charge": [0.36, -0.70, 0.28, -0.62, -0.15, 0.40, -0.31, -0.05, -0.37, 0.15, 0.37, 0.22, 0.18, 0.23],
  "orbital_gap_ev": 9.8,
  "charge": 0,
  "e_tot_ha": -465.145392,
  "lumo_ev": 0.723,
  "molar_mass_g_mol": 120.10,
  "smiles": "[H]/N=C/N/C=C(/F)CF"
}

[5]
{
  "formula": "C27H50F6N3O6PS",
  "method": "ωB97M-V/def2-TZVPD",
  "species": ["C", "C", "C", "C", "C", "C", "C", "C", "C", "C", "C", "C", "P", "N", "O", "C", "N", "C", "C", "C", "C", "N", "C", "C", "C", "O", "C", "C", "C", "O", "C", "C", "C", "F", "F", "F", "H", "H", "H", "H", "H", "H", "H", "H", "H", "H", "H", "H", "H", "H", "H", "H", "H", "H", "H", "H", "H", "H", "H", "H", "H", "H", "H", "H", "H", "H", "H", "H", "H", "H", "H", "H", "H", "H", "H", "H", "H", "H", "H", "H", "H", "H", "H", "H", "H", "H", "C", "F", "F", "F", "S", "O", "O", "O"],
  "positions_angstrom": [[-0.77, 3.73, 3.04], [-2.23, 3.48, 2.51], [-3.07, 2.67, 3.54], [-3.90, 1.53, 2.89], [-4.79, 2.00, 1.72], [-4.74, 1.09, 0.47], [-3.31, 0.66, 0.05], [-3.03, 0.73, -1.47], [-1.50, 0.94, -1.74], [-0.67, -0.04, -0.87], [0.66, -0.47, -1.54], [0.94, -2.00, -1.18], [0.31, -3.21, -2.46], [1.58, -3.49, -3.60], [0.04, -4.61, -1.58], [2.43, -1.98, -0.75], [2.62, -0.61, -0.21], [2.51, -0.40, 1.27], [1.60, -1.37, 2.02], [1.85, -1.12, 3.56], [0.55, -1.13, 4.37], [0.02, -2.50, 4.51], [-0.86, -2.53, 5.73], [-0.85, -2.80, 3.38], [-2.10, -1.98, 3.04], [-0.56, -3.68, 2.67], [1.96, 0.32, -1.19], [2.84, 0.43, -2.46], [2.11, 1.01, -3.68], [2.41, 0.66, -4.74], [1.69, 1.78, -0.78], [2.93, 2.52, -0.19], [3.02, 3.97, -0.62], [4.27, 4.41, -0.47], [2.69, 4.17, -1.88], [2.28, 4.74, 0.17], [-0.47, 4.75, 2.80], [-0.10, 3.02, 2.54], [-0.72, 3.57, 4.12], [-2.11, 2.96, 1.56], [-2.70, 4.45, 2.28], [-3.75, 3.34, 4.08], [-2.37, 2.24, 4.26], [-4.58, 1.19, 3.69], [-3.26, 0.68, 2.65], [-5.83, 2.01, 2.08], [-4.58, 3.03, 1.39], [-5.38, 0.21, 0.55], [-5.15, 1.69, -0.37], [-3.21, -0.40, 0.34], [-2.56, 1.20, 0.64], [-3.30, -0.24, -1.89], [-3.56, 1.55, -1.96], [-1.35, 0.70, -2.80], [-1.20, 1.98, -1.55], [-1.28, -0.95, -0.75], [-0.53, 0.35, 0.15], [0.38, -0.54, -2.60], [0.33, -2.22, -0.29], [2.50, -3.46, -3.16], [1.43, -4.44, -3.95], [0.88, -5.04, -1.34], [3.05, -2.21, -1.63], [2.72, -2.79, -0.08], [3.62, -0.44, -0.38], [3.52, -0.55, 1.68], [2.22, 0.62, 1.56], [1.84, -2.42, 1.86], [0.54, -1.18, 1.87], [2.45, -0.22, 3.73], [2.45, -1.96, 3.93], [0.81, -0.80, 5.38], [-0.18, -0.41, 3.95], [-1.74, -3.15, 5.52], [-1.19, -1.51, 5.97], [-0.28, -2.96, 6.55], [-1.85, -1.25, 2.26], [-2.50, -1.41, 3.89], [-2.84, -2.68, 2.67], [3.25, -0.53, -2.79], [3.72, 1.08, -2.29], [1.30, 1.77, -3.61], [0.97, 1.75, 0.05], [1.22, 2.37, -1.56], [2.85, 2.50, 0.90], [3.89, 2.04, -0.43], [2.14, -1.46, -7.46], [3.36, -2.02, -7.30], [1.48, -1.67, -6.29], [2.34, -0.13, -7.55], [1.22, -2.14, -8.91], [1.12, -3.55, -8.60], [2.08, -1.82, -10.03], [-0.03, -1.42, -8.88]],
  "mulliken_charge": [-1.12, 0.23, -1.01, 0.28, -0.93, -0.90, 1.20, -1.37, -0.86, -1.39, -0.71, 0.75, -0.18, -0.42, -0.50, -1.42, 0.49, -1.03, 0.69, -1.26, -0.66, -0.03, -1.09, 0.25, -0.37, -0.49, 1.04, -0.70, -0.31, -0.33, -1.43, -1.34, 0.80, -0.30, -0.25, -0.28, 0.34, 0.05, 0.38, -0.17, 0.44, 0.27, 0.47, 0.58, -0.53, 0.39, 0.36, 0.39, 0.32, 0.10, -0.76, 0.33, 0.53, 0.45, 0.32, 0.76, 0.00, 1.24, 0.03, 0.25, 0.32, 0.31, 0.80, 0.32, 0.66, 0.38, 0.13, 0.44, -0.51, 0.59, 0.33, 0.68, 0.27, 0.40, 0.38, 0.31, -0.36, 0.42, 0.47, 0.45, 0.45, 0.41, -0.02, 0.94, 0.40, 0.44, 0.57, -0.26, -0.22, -0.25, 1.13, -0.67, -0.66, -0.66],
  "orbital_gap_ev": 5.6,
  "charge": 0,
  "e_tot_ha": -3013.119971,
  "lumo_ev": -1.372,
  "molar_mass_g_mol": 689.74
}

[6]
{
  "formula": "C31H49BEuN12O6P",
  "method": "ωB97M-V/def2-TZVPD",
  "species": ["Eu", "C", "C", "C", "C", "C", "C", "N", "N", "B", "N", "C", "C", "C", "N", "C", "C", "C", "N", "C", "C", "C", "N", "C", "C", "C", "H", "H", "H", "H", "H", "H", "H", "H", "H", "H", "H", "H", "H", "H", "H", "H", "H", "H", "H", "H", "H", "H", "H", "H", "H", "H", "H", "H", "C", "C", "N", "C", "C", "N", "C", "O", "O", "C", "O", "O", "H", "H", "H", "H", "H", "N", "C", "C", "C", "C", "C", "N", "H", "H", "H", "H", "H", "H", "N", "C", "P", "O", "O", "C", "N", "H", "H", "H", "H", "H", "H", "H", "H", "H", "H"],
  "positions_angstrom": [[0.34, -0.19, 0.14], [-5.78, 3.60, -1.38], [-4.59, 3.13, -2.22], [-3.33, 3.91, -1.83], [-4.37, 1.67, -2.04], [-5.29, 0.60, -2.19], [-4.59, -0.52, -1.84], [-3.32, -0.15, -1.52], [-3.21, 1.19, -1.65], [-2.13, -0.77, -0.88], [-2.38, -1.20, 0.59], [-3.49, -1.68, 1.17], [-3.33, -1.62, 2.54], [-2.07, -1.05, 2.73], [-1.49, -0.83, 1.55], [-1.44, -0.63, 4.02], [-2.38, 0.38, 4.69], [-1.22, -1.84, 4.93], [-1.48, -1.99, -1.57], [-2.02, -3.01, -2.23], [-1.01, -3.87, -2.61], [0.17, -3.28, -2.12], [-0.13, -2.14, -1.47], [1.54, -3.85, -2.33], [1.81, -4.98, -1.32], [2.63, -2.79, -2.25], [-5.88, 4.68, -1.47], [-5.63, 3.35, -0.33], [-6.70, 3.14, -1.73], [-4.81, 3.34, -3.28], [-3.11, 3.75, -0.77], [-3.48, 4.97, -2.00], [-2.48, 3.58, -2.41], [-6.31, 0.66, -2.51], [-4.92, -1.55, -1.80], [-1.31, 0.13, -0.86], [-4.32, -2.03, 0.59], [-4.04, -1.91, 3.28], [-0.49, -0.14, 3.79], [-3.34, -0.08, 4.90], [-2.55, 1.23, 4.03], [-1.95, 0.73, 5.62], [-2.16, -2.36, 5.09], [-0.84, -1.52, 5.90], [-0.51, -2.54, 4.49], [-3.08, -3.08, -2.38], [-1.10, -4.78, -3.16], [1.55, -4.29, -3.33], [1.91, -4.58, -0.31], [2.73, -5.50, -1.58], [1.00, -5.70, -1.34], [2.64, -2.34, -1.26], [2.46, -2.01, -2.99], [3.60, -3.24, -2.44], [0.09, 1.45, -3.88], [0.38, 2.24, -2.66], [0.48, 1.76, -1.43], [0.64, 2.85, -0.59], [0.71, 3.99, -1.35], [0.56, 3.58, -2.66], [1.17, 5.40, -1.09], [1.17, 5.82, 0.14], [1.61, 6.01, -2.04], [0.67, 2.71, 0.93], [0.77, 3.73, 1.59], [0.59, 1.52, 1.37], [0.23, 0.39, -3.68], [0.71, 1.76, -4.72], [-0.95, 1.60, -4.16], [0.48, 4.23, -3.43], [0.93, 5.12, 0.83], [0.72, -3.55, 1.55], [1.36, -2.74, 2.42], [1.84, -3.24, 3.65], [2.47, -2.39, 4.52], [2.64, -1.05, 4.15], [2.20, -0.64, 2.91], [1.57, -1.47, 2.04], [0.38, -4.44, 1.88], [0.21, -3.13, 0.78], [1.68, -4.28, 3.89], [2.82, -2.74, 5.48], [3.07, -0.34, 4.84], [2.30, 0.39, 2.60], [4.60, -1.17, 1.17], [5.09, 0.12, 0.63], [3.59, 0.92, -0.21], [3.19, 2.15, 0.50], [2.64, -0.25, -0.35], [4.13, 1.59, -1.89], [3.98, 3.05, -1.77], [5.31, -1.92, 1.15], [3.77, -1.40, 0.56], [4.22, -1.06, 2.13], [5.89, -0.05, -0.08], [5.45, 0.78, 1.42], [3.46, 1.18, -2.65], [5.15, 1.31, -2.14], [3.33, 3.47, -2.44], [4.86, 3.57, -1.82], [3.58, 3.15, -0.77]],
  "mulliken_spin": [6.87, 0.00, 0.00, 0.00, 0.00, 0.00, 0.00, 0.01, -0.01, -0.05, -0.01, 0.00, 0.00, 0.01, -0.01, 0.00, 0.00, 0.00, -0.01, 0.00, 0.00, 0.01, 0.03, 0.00, 0.00, 0.00, 0.00, 0.00, 0.00, 0.00, 0.00, 0.00, 0.00, 0.00, 0.00, 0.03, 0.00, 0.00, 0.00, 0.00, 0.00, 0.00, 0.00, 0.00, 0.00, 0.00, 0.00, 0.00, 0.00, 0.00, 0.00, 0.01, 0.00, 0.00, 0.00, 0.00, 0.02, 0.03, 0.00, 0.00, 0.00, 0.00, 0.00, -0.01, 0.00, 0.02, 0.00, 0.00, 0.00, 0.00, 0.00, 0.00, 0.00, 0.00, 0.00, 0.00, 0.03, -0.02, 0.00, 0.01, 0.00, 0.00, 0.00, -0.01, 0.00, 0.00, 0.01, 0.00, 0.02, 0.00, 0.00, 0.00, 0.00, 0.00, 0.00, 0.00, 0.00, 0.00, 0.00, 0.00, 0.00],
  "orbital_gap_ev": [4.9, 7.4],
  "charge": 1,
  "e_tot_ha": -3395.817503,
  "lumo_ev": [-2.925, -2.927],
  "molar_mass_g_mol": 879.56,
  "multiplicity": 8
}